[1]
{"formula": "C19H29N2O3", "method": "ωB97M-V/def2-TZVPD", "elements": ["O", "C", "C", "C", "C", "C", "N", "C", "C", "C", "C", "C", "C", "C", "C", "N", "H", "H", "H", "H", "H", "H", "H", "H", "H", "H", "H", "H", "H", "H", "H", "H", "H", "C", "C", "O", "C", "H", "H", "H", "H", "H", "H", "C", "C", "O", "C", "H", "H", "H", "H", "H", "H"], "positions_angstrom": [[-0.5320, 5.0780, -0.3303], [-1.4604, 6.2155, -0.2419], [-2.9179, 5.8770, 0.4268], [-3.4811, 4.3636, 0.1430], [-2.9607, 3.2301, 1.2346], [-1.7802, 2.2505, 0.5705], [-0.6311, 1.5937, 1.3066], [0.1260, 0.8853, 0.2006], [1.5042, -0.0045, 0.1984], [1.3291, -1.6206, -0.1875], [2.6673, -2.5675, -0.2249], [4.1223, -1.8487, 0.1286], [4.3039, -0.2521, 0.5010], [2.9628, 0.7065, 0.5252], [-0.5302, 1.0723, -1.2898], [-1.7129, 1.9433, -0.9198], [-0.5878, 4.6283, -1.2445], [-1.4993, 6.7152, -1.2998], [-0.9379, 7.0127, 0.4765], [-2.9478, 6.1627, 1.5829], [-3.6988, 6.6219, -0.0836], [-3.3322, 4.0280, -0.9834], [-4.6642, 4.4176, 0.2937], [-3.8873, 2.5472, 1.5438], [-2.5897, 3.7147, 2.2593], [-0.3568, 1.6131, 2.3210], [0.2387, -2.0127, -0.4382], [2.6064, -3.7217, -0.4838], [5.0991, -2.5212, 0.0847], [5.3793, 0.1923, 0.7336], [3.0295, 1.8642, 0.7681], [-0.2076, 0.7035, -2.3537], [-2.3156, 2.2380, -1.7190], [4.8909, -4.4315, 2.2195], [4.5102, -5.5426, 1.2781], [3.5274, -5.4496, 0.5444], [5.3786, -6.7722, 1.2691], [4.1752, -3.6087, 2.1178], [4.8643, -4.7926, 3.2507], [5.8884, -4.0600, 1.9718], [5.3738, -7.2378, 2.2578], [6.3979, -6.5051, 0.9790], [4.9839, -7.4898, 0.5419], [-5.1264, -1.8502, -2.6104], [-4.1413, -0.9231, -1.9501], [-4.3594, 0.2843, -1.8639], [-2.8789, -1.5305, -1.3991], [-5.9891, -1.2733, -2.9602], [-4.6595, -2.3373, -3.4701], [-5.4732, -2.5969, -1.8916], [-2.3118, -2.0033, -2.2048], [-3.1255, -2.2630, -0.6264], [-2.2627, -0.7432, -0.9519]], "spin_multiplicity": 1, "de_lowest_kj_mol": 1521.10, "gap_ha": 0.28876, "total_charge": 1, "e_tot_ha": -1075.8675}



[2]
{"formula": "H2N2O2", "method": "ωB97M-V/def2-TZVPD", "elements": ["N", "N", "O", "O", "H", "H"], "positions_angstrom": [[-1.1825, 0.3214, -0.2431], [1.0785, -0.6182, -0.2107], [-2.2497, -0.2427, 0.4515], [1.8860, 0.1572, 0.5658], [-0.6693, 0.4701, 0.5906], [1.1370, -0.0877, -1.1542]], "spin_multiplicity": 1, "de_lowest_kj_mol": 431.46, "gap_ha": [0.20081, 0.20626], "total_charge": -2, "e_tot_ha": -260.8604}



[3]
{"formula": "C2H6N2", "method": "ωB97M-V/def2-TZVPD", "elements": ["C", "N", "N", "C", "H", "H", "H", "H", "H", "H"], "positions_angstrom": [[1.8738, -0.0483, 0.0402], [0.7471, -0.4605, -0.3513], [-0.2948, 0.4331, -0.4799], [-1.5146, -0.2414, 0.0716], [2.0719, 0.8951, 0.5200], [2.7144, -0.6757, -0.1216], [-0.1058, 1.3277, -0.0195], [-2.4352, 0.2722, -0.3658], [-1.6183, -0.2554, 1.1293], [-1.4385, -1.2468, -0.4231]], "spin_multiplicity": 1, "de_lowest_kj_mol": 226.20, "gap_ha": 0.37272, "e_tot_ha": -189.2434}



[4]
{"formula": "C3H7N3O", "method": "ωB97M-V/def2-TZVPD", "elements": ["C", "C", "C", "N", "O", "N", "N", "H", "H", "H", "H", "H", "H", "H"], "positions_angstrom": [[-0.7711, 0.6063, -1.5309], [0.9586, -0.0488, 0.4411], [-0.2951, 0.1322, -0.2012], [1.9195, 0.7843, 0.8977], [-1.8439, -1.1764, 0.8382], [-0.9262, -0.0658, 0.9759], [1.0494, -1.1647, -0.2857], [-2.1735, -1.2871, 1.7384], [2.6952, 0.3433, 1.3697], [1.6054, 1.6577, 1.2906], [0.4855, -1.9409, 0.0568], [0.0698, 0.9090, -2.1527], [-1.4612, 1.4412, -1.3945], [-1.3124, -0.1905, -2.0432]], "spin_multiplicity": 1, "de_lowest_kj_mol": 536.98, "gap_ha": 0.32159, "e_tot_ha": -357.8453}